1.
19
Properties=species:S:1:pos:R:3:forces:R:3:mulliken_spin:R:1 method="wB97M-V/def2-TZVPD" e_above_lowest_ev=0.552 multiplicity=2 homo_energy_ev="-5.5 / -7.4"
O 1.022277 -2.445640 0.520381 1.314 0.850 -0.475 0.11
Zn 0.713414 -2.757191 2.313593 0.978 -2.249 0.407 0.79
O -0.507339 -1.346434 2.188701 -1.418 2.603 0.526 -0.05
C -1.475151 -0.419468 1.995995 -0.480 -1.329 0.345 0.01
O -1.058583 0.449702 0.920708 0.668 0.494 -0.408 -0.01
C -1.291936 0.030905 -0.431311 -0.431 -3.023 -0.271 0.01
C -0.289606 0.812235 -1.247330 0.153 0.043 -0.279 0.01
O 1.026994 0.455839 -0.807728 -0.030 -0.339 0.323 -0.04
C 2.098467 1.130162 -1.445974 0.112 0.252 -0.041 0.01
Mg 0.970517 -0.583828 0.953038 -0.813 -1.549 -0.685 0.13
H -1.604841 0.178058 2.913756 -0.254 0.365 -0.611 0.01
H -2.421040 -0.875719 1.648746 0.043 0.138 0.385 0.00
H -2.312084 0.283739 -0.749509 0.198 0.098 0.108 0.00
H -1.215335 -1.255037 -0.610414 0.308 3.722 0.796 0.00
H -0.398973 1.893123 -1.061721 -0.238 -0.253 -0.214 0.00
H -0.382628 0.572599 -2.316113 -0.017 0.155 0.228 0.00
H 3.026280 0.625994 -1.155447 -0.239 0.073 -0.107 0.00
H 1.979147 1.079762 -2.536882 0.069 0.074 0.280 0.00
H 2.120422 2.171198 -1.092489 0.078 -0.127 -0.308 0.00

2.
47
Properties=species:S:1:pos:R:3:forces:R:3:nbo_charge:R:1 method="wB97M-V/def2-TZVPD" e_above_lowest_ev=22.877 smiles="CC1(C)CC(NC(=O)c2cc([N+](=O)[O-])cc([N+](=O)[O-])c2)CC(C)(C)N1" homo_energy_ev=-8.7
C -1.728514 -4.298572 -2.914341 0.281 -1.110 -9.073 -0.67
C -0.827974 -4.150539 -1.916168 4.488 -1.748 8.238 0.21
C -1.192008 -5.380513 -0.733493 9.199 3.659 -1.193 -0.58
C -0.981792 -2.768793 -1.318354 9.413 0.629 -2.094 -0.42
C 0.202834 -2.347762 -0.249379 -1.348 -5.973 1.238 -0.02
N -0.110587 -1.168392 0.416245 -0.886 4.048 -9.756 -0.60
C -0.094131 -0.043519 -0.503963 2.470 3.757 -1.441 0.66
O 0.238249 0.192580 -1.850176 -2.472 -2.671 8.266 -0.61
C -0.190529 1.336675 0.395645 -0.191 1.022 -4.520 -0.07
C -1.078499 1.522886 1.506421 3.081 -8.192 -3.756 -0.19
C -1.009065 2.651094 2.072804 -1.343 7.624 1.909 0.06
N -1.994298 2.737259 3.176099 0.032 -1.323 7.754 0.45
O -2.348292 1.559726 3.794326 1.058 4.913 -3.608 -0.40
O -2.129170 3.800232 3.863393 0.177 -2.807 -3.417 -0.31
C -0.349312 3.904780 1.527483 -3.597 -6.221 5.190 -0.11
C 0.407455 3.637422 0.483503 -1.906 2.687 -2.184 0.03
N 0.651226 4.883478 -0.134365 10.825 6.555 -2.337 0.39
O 0.671037 6.023270 0.499670 -1.838 -5.138 -2.583 -0.26
O 1.805279 4.819558 -1.144437 -5.996 -0.361 3.620 -0.39
C 0.372390 2.515220 -0.299987 -6.914 -3.480 12.128 -0.04
C 1.635739 -2.529710 -0.830562 -6.914 0.037 -7.918 -0.44
C 1.770817 -3.870389 -1.654425 2.178 -2.450 10.952 0.17
C 3.053791 -3.926295 -2.279434 -1.036 2.131 -5.157 -0.60
C 2.144356 -5.001671 -0.420195 -3.530 0.633 1.893 -0.65
N 0.743009 -4.432438 -2.314997 -5.073 -0.094 -1.657 -0.66
H -2.788396 -4.051329 -2.930633 0.290 0.052 0.792 0.26
H -1.150399 -3.580006 -3.643926 -1.962 -0.751 0.028 0.21
H -1.523038 -5.289586 -3.485769 -0.858 1.213 1.045 0.22
H -0.609551 -4.989886 0.234726 -1.378 -1.688 -2.077 0.20
H -2.131244 -5.393476 -0.596650 -7.012 -0.066 1.041 0.17
H -0.816067 -6.275145 -1.237997 0.108 0.036 0.713 0.22
H -1.814240 -2.614870 -0.898554 -6.633 1.038 3.220 0.19
H -0.781779 -2.005774 -2.111323 -0.605 -0.569 0.234 0.22
H 0.074095 -3.051525 0.688541 0.458 0.282 -1.973 0.18
H 0.058148 -1.025984 1.316687 0.859 0.964 4.450 0.40
H -1.419317 0.536635 1.948720 -0.500 1.897 -0.418 0.28
H -0.525617 4.674130 2.207329 0.173 1.958 0.070 0.28
H 0.908537 2.421365 -1.004028 6.757 -1.220 -10.027 0.21
H 2.226930 -2.370360 -0.086236 4.567 1.021 3.860 0.20
H 1.574241 -1.830124 -1.782874 0.988 -0.174 2.317 0.23
H 3.869291 -3.525744 -1.744462 0.815 -0.019 0.722 0.23
H 2.769851 -3.126024 -3.070715 1.626 -0.871 -0.121 0.17
H 3.155010 -4.880163 -2.797077 0.615 0.063 0.182 0.23
H 1.895615 -6.106262 -0.787053 1.125 2.416 0.839 0.23
H 1.317835 -4.757260 0.480373 2.151 -1.022 -2.141 0.17
H 3.109058 -4.732736 0.080179 -0.535 -0.869 -0.702 0.20
H 0.978386 -4.082625 -3.204241 -1.210 0.182 -2.545 0.35

3.
70
Properties=species:S:1:pos:R:3:forces:R:3:nbo_charge:R:1 method="wB97M-V/def2-TZVPD" total_charge=-1 homo_energy_ev=-3.4
C 0.787235 1.474061 1.916418 -0.040 -0.355 -0.052 -0.90
S 2.219404 1.301698 0.862779 0.680 2.172 -0.404 2.30
N 2.912127 -0.114885 1.222714 -0.078 -1.379 1.066 -1.51
O 3.153766 2.332191 1.278203 0.332 -0.495 0.865 -1.02
O 1.832513 1.415439 -0.503239 -0.634 -1.016 -0.155 -0.90
H 1.069597 2.094599 2.761522 0.016 0.149 -0.066 0.24
H 0.468951 0.504695 2.294725 -0.143 -0.051 -0.185 0.21
H 0.001060 1.918910 1.306490 -0.069 0.075 0.149 0.31
H 2.223468 -0.840593 0.993278 0.026 0.106 -0.462 0.36
Ca 4.095993 -1.135394 2.758189 -0.330 0.747 -0.709 1.44
C -2.661942 -0.211103 -1.574709 -0.402 -0.363 0.412 -0.65
C -2.606225 1.274209 -1.280346 0.202 -0.193 -0.169 -0.06
O -1.600142 1.565300 -0.297202 0.041 -0.159 0.336 -0.76
H -2.861516 -0.763859 -0.645961 0.033 0.074 0.043 0.16
H -3.447719 -0.450084 -2.316692 0.588 0.181 0.578 0.27
H -1.704345 -0.563320 -1.967038 -0.033 0.053 -0.151 0.19
H -3.556747 1.615871 -0.869527 0.053 0.051 0.074 0.16
H -2.398197 1.841660 -2.188462 -0.049 -0.032 -0.029 0.20
H -0.755354 1.278205 -0.666648 -0.022 0.277 -0.275 0.47
C -8.159865 -0.328540 -3.812477 -0.090 0.045 0.008 -0.64
C -6.705666 -0.117741 -4.202192 -0.155 -0.331 0.295 -0.06
O -5.850317 -0.386642 -3.099703 -1.344 -0.088 0.725 -0.68
H -8.433727 0.316977 -2.976067 0.017 0.068 -0.040 0.20
H -8.826825 -0.116001 -4.652951 -0.012 -0.011 0.004 0.19
H -8.316723 -1.359356 -3.488960 -0.034 -0.003 -0.055 0.20
H -6.522125 0.909012 -4.505992 0.137 -0.002 0.016 0.19
H -6.430830 -0.772770 -5.034124 -0.003 0.126 -0.126 0.16
H -6.008773 -1.301802 -2.840076 0.060 -0.007 0.026 0.46
Cl -3.760175 0.070303 -4.382273 1.047 0.285 -1.689 -0.66
N 1.320653 3.832256 -2.840528 -0.013 -0.147 0.029 0.71
O 2.202722 3.346855 -3.574784 0.050 0.051 -0.005 -0.53
O 0.174576 3.352129 -2.841176 0.023 0.019 0.035 -0.51
O 1.590953 4.802291 -2.099786 0.058 0.076 0.071 -0.55
C 3.635384 5.329363 0.808851 -0.269 -0.132 0.053 -0.25
O 3.305022 5.231281 2.196676 0.043 0.125 0.234 -0.75
H 4.099355 6.298693 0.632736 -0.004 0.029 0.113 0.16
H 4.329308 4.534111 0.547483 0.037 0.046 -0.235 0.16
H 2.739373 5.240010 0.193016 0.119 0.006 -0.181 0.21
H 2.900687 4.364262 2.305867 0.076 -0.032 -0.116 0.47
C 2.005022 -6.932649 5.504987 0.117 -0.105 -0.130 -0.63
C 2.514292 -5.509509 5.342928 -0.556 -0.094 0.243 0.09
C 2.084553 -4.633134 6.510121 0.120 0.127 -0.035 -0.63
O 2.030672 -4.958223 4.115047 0.363 0.209 -0.099 -0.73
H 0.912395 -6.946967 5.532616 0.000 0.052 0.089 0.20
H 2.315424 -7.547646 4.660392 0.044 0.005 0.012 0.22
H 2.380828 -7.385741 6.423036 -0.024 0.004 0.011 0.21
H 3.603102 -5.516025 5.270524 -0.002 0.050 -0.146 0.17
H 0.994500 -4.579840 6.567755 -0.004 -0.090 0.024 0.21
H 2.451176 -3.613438 6.380521 0.042 -0.008 0.024 0.20
H 2.462676 -5.020024 7.456918 -0.020 0.003 0.008 0.22
H 1.068086 -4.944589 4.156717 -0.014 -0.026 -0.031 0.47
C 7.876478 4.092936 0.443671 -0.127 0.012 -0.075 -0.23
Cl 7.419053 5.450000 -0.576337 -0.005 -0.032 0.007 0.08
Cl 9.351614 3.344294 -0.193107 0.023 -0.016 0.043 0.03
Cl 8.185449 4.668326 2.093578 0.044 0.009 0.028 0.03
Cl 6.572556 2.912746 0.466688 -0.031 -0.054 0.028 0.08
C -8.859595 -5.623266 -3.940603 -0.006 -0.021 0.068 -0.63
C -8.833045 -4.121560 -3.717675 0.341 -0.133 -0.226 -0.06
O -7.677092 -3.728103 -2.984709 -0.149 -0.057 0.141 -0.72
H -8.847444 -6.148673 -2.984940 -0.050 0.017 0.015 0.21
H -9.750628 -5.922355 -4.495320 0.016 -0.010 -0.021 0.21
H -7.978356 -5.945521 -4.500012 -0.040 0.018 -0.076 0.20
H -9.705697 -3.808107 -3.146609 0.086 0.107 0.084 0.18
H -8.841719 -3.592945 -4.676916 -0.171 -0.006 -0.003 0.16
H -6.905351 -3.993423 -3.495545 0.045 0.060 0.014 0.47
C 11.686113 6.359641 0.944236 -0.084 -0.050 0.011 -0.51
Br 12.312861 5.457935 -0.633154 0.098 0.065 -0.029 0.09
Br 13.143681 7.096421 1.965219 0.012 -0.004 0.003 0.08
Br 10.368679 7.690529 0.526717 0.038 0.013 -0.001 0.11
H 11.204783 5.616622 1.565219 -0.019 -0.008 -0.007 0.23

4.
15
Properties=species:S:1:pos:R:3:forces:R:3:nbo_charge:R:1 method="wB97M-V/def2-TZVPD" e_above_lowest_ev=1.925 homo_energy_ev="-8.6 / -8.6"
C 0.178575 -0.866490 -0.462643 -2.400 5.073 1.467 0.23
C 0.248716 1.424833 -0.314557 -1.470 -3.338 -1.728 0.38
C -0.984697 -1.237254 0.283119 -0.291 -0.924 -0.514 0.17
N 1.217483 -1.093426 -0.991539 3.995 -1.782 -1.345 -0.13
N -0.909567 1.887010 -0.023880 0.013 -0.895 0.713 -0.12
N 1.415730 2.069244 -0.111019 1.326 -0.900 1.483 -0.83
N -1.009439 -1.187521 1.518894 0.242 0.277 0.983 -0.58
O 1.831398 -2.368855 -1.030019 1.323 1.987 -1.688 -0.55
O -1.981742 1.205323 0.114499 -0.401 0.166 -0.347 -0.57
Cl -2.272108 -1.797987 -0.750266 -0.265 -0.061 -0.124 0.00
H -0.976873 2.848311 0.284337 0.140 0.752 -0.151 0.37
H 2.217884 1.799051 -0.739141 -1.321 0.156 0.990 0.41
H 1.554634 1.745964 0.887642 1.171 1.008 -1.260 0.40
H 1.390747 -3.042019 -0.570314 -1.803 -1.325 1.397 0.46
H -1.920741 -1.386185 1.904887 -0.260 -0.192 0.124 0.37

5.
7
Properties=species:S:1:pos:R:3:forces:R:3:mulliken_spin:R:1 method="wB97M-V/def2-TZVPD" e_above_lowest_ev=0.474 multiplicity=3 homo_energy_ev="-7.4 / -9.9"
C -0.632763 -0.233646 0.553058 0.686 2.710 1.430 -0.04
P 0.646896 1.066031 -0.005972 -1.366 -0.246 1.368 0.96
Br 2.385362 -0.213203 -0.144026 0.406 -0.365 -0.092 0.10
H -0.179738 -0.805809 1.344943 -0.249 0.078 0.815 0.01
H -0.804504 -0.920615 -0.162993 -0.192 -2.329 -3.055 0.03
H -1.654080 0.160175 0.726682 0.838 0.243 0.548 0.00
H 0.238829 0.947067 -2.311690 -0.125 -0.092 -1.015 0.93

6.
12
Properties=species:S:1:pos:R:3:forces:R:3:nbo_charge:R:1 method="wB97M-V/def2-TZVPD" e_above_lowest_ev=3.485 smiles="C=C1CO1.C=O" homo_energy_ev=-9.6
C -0.268553 -1.393724 -0.531998 0.192 0.074 0.021 -0.53
C 0.772646 -0.646852 -0.213402 -0.221 -0.174 0.007 0.29
C 1.696168 0.029817 0.650632 0.020 0.013 0.320 -0.14
O 1.711875 0.118305 -0.811785 -0.010 -0.032 -0.214 -0.46
H -0.541142 -1.557820 -1.569046 0.066 0.041 0.121 0.22
H -0.867406 -1.843869 0.250776 0.147 0.037 -0.095 0.23
H 1.399152 0.945792 1.159563 0.033 -0.146 -0.099 0.20
H 2.543858 -0.504048 1.075316 -0.147 0.055 -0.079 0.20
C -1.609411 1.209951 -0.005205 -0.119 0.024 0.250 0.28
O -2.077155 1.139638 1.102907 0.189 0.068 -0.459 -0.52
H -2.146636 0.847867 -0.904118 -0.004 0.039 0.160 0.11
H -0.613398 1.654942 -0.203641 -0.146 0.001 0.067 0.11